*i*
14
Properties=species:S:1:pos:R:3:mulliken_charge:R:1 method="wB97M-V/def2-TZVPD" total_charge=0 lumo_ev="-0.320 / -0.319" homo_energy_ev="-8.1 / -8.1" homo_lumo_gap_ev="7.8 / 7.8"
C -0.36 0.25 -0.71 -0.09
H -0.75 -1.99 -1.11 0.40
H -0.82 0.58 -1.65 0.36
C 0.69 -1.42 0.45 -0.34
H -2.00 0.20 0.83 0.34
C -1.10 0.76 0.57 -1.04
H -1.29 1.83 0.54 0.36
H 0.88 -2.36 0.96 0.41
H 1.14 1.80 -0.21 0.28
C 1.27 -0.14 0.89 -0.56
H 1.83 0.39 -1.07 0.36
C 1.07 0.71 -0.35 -0.53
H -0.38 0.61 1.41 0.31
C -0.19 -1.23 -0.55 -0.26


*ii*
14
Properties=species:S:1:pos:R:3:mulliken_charge:R:1 method="wB97M-V/def2-TZVPD" total_charge=0 lumo_ev=1.114 smiles=CC#CC1CC1 homo_energy_ev=-8.9 homo_lumo_gap_ev=10.0
H -2.33 0.71 -0.51 0.26
C 2.61 0.44 -0.83 -1.00
H -0.85 -0.03 2.13 0.36
H 3.22 1.29 -1.15 0.29
C 1.39 0.78 -0.11 0.76
C -2.19 0.08 0.37 -0.56
C -1.32 -1.13 0.24 -0.60
H -1.56 -2.05 0.76 0.24
H -3.06 0.01 1.02 0.26
H 2.34 -0.15 -1.71 0.26
C -0.85 0.07 1.05 -0.10
H 3.22 -0.20 -0.18 0.27
H -0.80 -1.26 -0.70 0.24
C 0.34 0.66 0.47 -0.68


Least stable of them? *i*.


*i*
14
Properties=species:S:1:pos:R:3:mulliken_charge:R:1 method="wB97M-V/def2-TZVPD" total_charge=0 lumo_ev=1.146 smiles="C=C=CC1CC1" homo_energy_ev=-9.3 homo_lumo_gap_ev=10.4
C 1.37 -0.92 -0.87 -0.56
H 2.08 -0.43 -0.22 0.26
C -0.44 -0.58 0.97 -0.57
H 0.30 0.99 -1.25 0.24
H -0.34 -1.29 1.79 0.35
C -1.12 1.87 1.54 -0.69
C -0.06 -1.04 -0.40 0.07
C -0.86 0.63 1.25 0.15
C 0.30 -0.07 -1.49 -0.58
H -0.28 2.52 1.78 0.24
H -0.58 -1.94 -0.71 0.35
H -2.12 2.30 1.56 0.25
H -0.04 -0.31 -2.49 0.24
H 1.78 -1.74 -1.45 0.26


*ii*
14
Properties=species:S:1:pos:R:3:mulliken_charge:R:1 method="wB97M-V/def2-TZVPD" total_charge=0 lumo_ev=0.194 homo_energy_ev=-9.6 homo_lumo_gap_ev=9.8
H -1.39 -0.39 -1.61 0.28
C -0.31 1.34 0.54 -0.54
H 1.42 1.39 1.95 0.27
C 1.47 -1.41 -0.46 -0.50
H 1.87 1.24 0.18 0.28
H -1.00 1.76 1.26 0.27
H -1.77 -1.77 -0.57 0.28
C 1.11 1.11 0.94 -0.62
C -0.99 -1.32 -1.20 -1.01
C 0.23 -1.02 -0.38 0.41
H -0.51 1.61 -0.49 0.26
H -0.77 -2.00 -2.02 0.33
C 0.17 -0.07 0.80 -0.10
H -0.15 -0.53 1.73 0.39


*iii*
14
Properties=species:S:1:pos:R:3:mulliken_charge:R:1 method="wB97M-V/def2-TZVPD" total_charge=0 lumo_ev=0.066 smiles="C=CC(=C)C=C" homo_energy_ev=-8.2 homo_lumo_gap_ev=8.3
H 2.64 -0.64 0.83 0.21
C 0.94 -0.90 -0.65 -0.35
H -2.50 1.67 -0.37 0.30
C 2.23 -1.08 -0.12 -0.69
H -1.56 -1.19 -0.65 0.31
H 1.51 0.99 1.15 0.06
H 0.82 -1.18 -1.66 0.32
C 0.01 0.28 -0.24 0.60
C -2.55 0.64 0.02 -0.68
H -0.08 2.01 1.19 0.30
H -3.31 0.24 0.66 0.26
H 2.82 -1.91 -0.51 0.26
C 0.49 1.21 0.66 -0.65
C -1.46 -0.14 -0.31 -0.25


Least stable of them? *ii*.


*i*
14
Properties=species:S:1:pos:R:3:mulliken_charge:R:1 method="wB97M-V/def2-TZVPD" total_charge=0 lumo_ev=1.001 smiles=C#C[C@@H]1C[C@@H]1C homo_energy_ev=-9.1 homo_lumo_gap_ev=10.1
C -0.58 -1.25 -0.47 -0.66
H -2.52 1.13 -0.03 0.32
H -0.78 -1.11 -1.53 0.26
C 2.85 0.43 -0.40 0.00
C 0.55 -0.54 0.20 -0.06
C 1.77 -0.02 -0.12 -0.42
H -0.75 -2.27 -0.13 0.24
C -1.43 1.20 0.00 -1.33
H -1.17 2.04 0.66 0.33
H 3.88 0.46 -0.19 0.31
H -1.17 -0.38 1.47 0.30
H -1.08 1.43 -1.00 0.31
H 1.29 -1.01 1.05 0.14
C -0.85 -0.10 0.48 0.26


*ii*
14
Properties=species:S:1:pos:R:3:mulliken_charge:R:1 method="wB97M-V/def2-TZVPD" total_charge=0 lumo_ev=1.191 smiles="C1=CCCC=C1" homo_energy_ev=-8.6 homo_lumo_gap_ev=9.8
C 1.44 0.01 0.19 -0.31
H -1.11 -0.21 1.46 0.25
C 0.85 -1.15 0.01 -0.37
H 2.48 0.10 0.51 0.38
H 1.21 -2.25 0.29 0.23
H -1.36 2.06 -0.22 0.35
C -1.29 -0.01 0.38 -0.52
H -0.64 -0.76 -1.42 0.27
H -1.29 -2.18 -0.21 0.31
C 0.67 1.23 -0.22 -0.42
C -0.69 -1.16 -0.37 -0.51
H -2.41 -0.02 0.18 0.30
H 1.20 2.11 -0.44 0.44
C -0.66 1.26 -0.01 -0.39


Least stable of them? *i*.


*i*
14
Properties=species:S:1:pos:R:3:mulliken_charge:R:1 method="wB97M-V/def2-TZVPD" total_charge=0 lumo_ev=1.037 smiles="C=CCC#CC" homo_energy_ev=-9.4 homo_lumo_gap_ev=10.4
H -0.57 3.13 -0.92 0.25
C -0.38 -0.77 -0.38 0.10
C -0.49 -1.50 0.52 0.50
H 1.68 1.10 0.27 0.29
H -0.62 0.83 -1.71 0.37
C 0.80 1.49 -0.30 -0.14
H 1.22 3.43 0.05 0.20
H -1.12 -1.98 2.36 0.31
H 0.30 -2.75 2.00 0.30
C 0.41 2.77 -0.45 -0.62
C 0.17 0.39 -1.19 -0.71
H -1.13 -3.44 1.44 0.29
C -0.63 -2.44 1.53 -1.45
H 0.94 0.07 -1.86 0.30


*ii*
14
Properties=species:S:1:pos:R:3:mulliken_charge:R:1 method="wB97M-V/def2-TZVPD" total_charge=0 lumo_ev="0.426 / 0.426" homo_energy_ev="-7.5 / -7.5" homo_lumo_gap_ev="8.0 / 8.0"
H 1.47 -0.86 -1.11 0.47
C -0.65 -0.08 -0.95 -0.58
H -1.10 -0.52 -1.84 0.40
C -0.81 1.30 -0.60 -0.43
C 0.13 1.61 0.38 -0.27
H 0.15 2.52 0.97 0.41
H -0.53 -2.32 0.28 0.33
H 0.70 -1.78 1.50 0.30
C 0.94 0.50 0.59 -0.61
H 1.74 0.43 1.32 0.40
C 0.68 -0.58 -0.41 0.10
C 0.11 -1.51 0.62 -1.09
H -1.16 -0.61 0.08 0.21
H -1.68 1.90 -0.84 0.36


Least stable of them? *ii*.


*i*
9
Properties=species:S:1:pos:R:3:mulliken_charge:R:1 method="wB97M-V/def2-TZVPD" total_charge=0 lumo_ev="-2.044 / -1.353" smiles="CC=S(=O)=O" homo_energy_ev="-9.6 / -9.3" homo_lumo_gap_ev="7.6 / 7.9"
H -0.52 -1.35 0.73 0.28
O 2.34 1.55 -0.32 -0.48
C -0.28 0.47 -0.35 -0.28
C -1.18 -0.57 0.07 -0.66
O 2.16 -0.86 0.10 -0.47
S 1.63 0.47 0.32 0.73
H -1.54 -1.12 -0.80 0.28
H -0.53 1.56 -0.40 0.35
H -2.07 -0.14 0.64 0.26


*ii*
9
Properties=species:S:1:pos:R:3:mulliken_charge:R:1 method="wB97M-V/def2-TZVPD" total_charge=0 lumo_ev=0.367 smiles="S=C1CO1.O" homo_energy_ev=-9.3 homo_lumo_gap_ev=9.7
H 0.11 1.10 0.64 0.30
H 0.33 -1.54 -1.57 0.21
S 2.80 0.81 -0.60 -0.36
C 1.78 -0.38 -0.40 0.38
H -1.10 2.11 1.13 0.30
H 1.73 -2.44 -0.78 0.26
O -0.85 1.27 0.77 -0.61
C 1.20 -1.57 -0.88 -0.14
O 0.91 -0.85 0.40 -0.33


*iii*
9
Properties=species:S:1:pos:R:3:mulliken_charge:R:1 method="wB97M-V/def2-TZVPD" total_charge=0 lumo_ev=0.370 smiles="O=C(O)CS" homo_energy_ev=-9.3 homo_lumo_gap_ev=9.7
S 1.80 -0.04 -0.20 -0.24
O -0.90 1.35 0.14 -0.49
C 0.20 -0.72 0.49 -0.56
O -2.10 -0.53 -0.30 -0.46
H -1.85 -1.44 -0.50 0.34
H 1.34 1.26 -0.12 0.18
H 0.15 -1.83 0.22 0.31
C -1.01 0.17 0.06 0.65
H 0.43 -0.63 1.58 0.26


*iv*
9
Properties=species:S:1:pos:R:3:mulliken_charge:R:1 method="wB97M-V/def2-TZVPD" total_charge=0 lumo_ev="-0.786 / -0.786" homo_energy_ev="-10.1 / -10.1" homo_lumo_gap_ev="9.3 / 9.3"
O -3.21 0.48 2.09 -0.46
H 0.90 -0.51 0.84 0.33
H 0.72 -0.52 -0.91 0.27
H 0.80 1.18 -0.14 0.31
H -1.56 0.93 -0.54 0.27
C 0.53 0.13 0.06 -0.81
C -1.45 0.08 0.26 -0.28
O -1.01 -0.37 2.84 -0.47
S -1.83 0.25 1.84 0.84


Least stable of them? *iv*.


*i*
9
Properties=species:S:1:pos:R:3:mulliken_charge:R:1 method="wB97M-V/def2-TZVPD" total_charge=0 lumo_ev="-1.592 / -2.001" smiles="CC=S(=O)=O" homo_energy_ev="-9.3 / -10.0" homo_lumo_gap_ev="7.7 / 8.0"
H -0.65 -0.21 -2.01 0.39
S 0.53 0.23 1.54 0.74
H -1.62 -0.38 -0.78 0.31
O 1.43 1.20 2.07 -0.44
H -0.10 1.60 -0.49 0.36
O 0.89 -1.16 1.80 -0.47
H -0.15 -1.45 -0.62 0.30
C -0.59 -0.48 -1.04 -0.88
C 0.26 0.66 -0.47 -0.32


*ii*
9
Properties=species:S:1:pos:R:3:mulliken_charge:R:1 method="wB97M-V/def2-TZVPD" total_charge=0 lumo_ev="-0.609 / -0.367" homo_energy_ev="-7.2 / -9.5" homo_lumo_gap_ev="6.6 / 9.1"
O 1.31 -0.14 1.56 -0.33
O 1.77 0.65 0.49 -0.33
H 0.94 0.48 2.10 0.31
C -0.40 0.71 -0.72 0.29
C -0.74 -0.67 -0.63 -0.49
S -0.55 2.18 -1.14 -0.26
H -0.49 -1.19 -1.52 0.27
H -1.80 -0.92 -0.29 0.27
H -0.05 -1.09 0.15 0.26


*iii*
9
Properties=species:S:1:pos:R:3:mulliken_charge:R:1 method="wB97M-V/def2-TZVPD" total_charge=0 lumo_ev=-1.211 homo_energy_ev=-9.2 homo_lumo_gap_ev=8.0
H 2.58 0.61 -0.57 0.41
C 0.64 -0.34 -0.59 0.59
H -2.18 -0.71 0.25 0.14
C 0.05 0.81 0.14 -0.50
O 0.31 -1.52 -0.38 -0.50
H 0.67 1.20 1.09 0.25
O 1.66 0.01 -1.44 -0.54
H 0.07 1.77 -0.44 0.39
S -1.32 0.40 1.06 -0.24


Least stable of them? *ii*.


*i*
9
Properties=species:S:1:pos:R:3:mulliken_charge:R:1 method="wB97M-V/def2-TZVPD" total_charge=0 lumo_ev=-0.730 homo_energy_ev=-10.0 homo_lumo_gap_ev=9.3
C 0.98 0.09 -0.08 0.64
S -1.80 0.02 -0.21 -0.24
H -0.19 1.44 0.67 0.43
O 0.75 1.25 0.07 -0.48
O 2.03 -0.49 -0.37 -0.60
H -0.12 -1.79 -0.21 0.34
C -0.24 -0.79 0.17 -0.56
H -0.99 1.07 -1.47 0.18
H -0.43 -0.81 1.43 0.28


*ii*
9
Properties=species:S:1:pos:R:3:mulliken_charge:R:1 method="wB97M-V/def2-TZVPD" total_charge=0 lumo_ev=0.355 smiles="O=C(S)CO" homo_energy_ev=-9.8 homo_lumo_gap_ev=10.2
S 1.84 -0.95 -0.09 -0.21
O -1.19 -0.74 -0.20 -0.60
H -0.95 1.10 -0.88 0.26
H 0.62 -1.64 -0.06 0.15
H -0.87 0.91 0.90 0.28
C 0.93 0.56 -0.08 0.44
O 1.43 1.65 -0.08 -0.49
C -0.59 0.48 -0.06 -0.18
H -1.24 -1.38 0.56 0.36


Least stable of them? *i*.


*i*
22
Properties=species:S:1:pos:R:3:mulliken_charge:R:1 method="wB97M-V/def2-TZVPD" total_charge=0 lumo_ev="0.529 / -0.125" homo_energy_ev="-9.0 / -5.7" homo_lumo_gap_ev="9.5 / 5.6"
H -1.20 -0.44 1.62 -0.09
H -3.31 -0.43 -0.08 0.26
C -2.66 0.31 -0.66 -0.33
H 0.62 2.19 0.40 0.39
H -1.13 -0.12 -2.00 0.30
C -0.35 2.15 0.17 -1.09
H -0.45 2.40 -0.88 0.33
H 2.14 0.38 1.66 0.28
H -2.00 -1.51 -1.48 0.27
Si -1.29 0.56 0.54 0.08
H 1.52 -2.74 1.48 0.38
H -0.68 2.98 0.87 0.32
H 0.90 -2.93 -0.22 0.28
C 2.46 -0.51 1.16 -0.85
H -3.21 1.23 -1.06 0.33
H -2.80 -0.40 -2.71 0.32
H 2.93 -1.18 1.98 0.29
C -2.11 -0.47 -1.87 -1.02
H 3.49 -0.36 0.68 0.30
N 1.50 -1.04 0.25 -0.17
C 1.60 -2.48 0.45 -0.96
H 2.60 -2.83 0.19 0.38


*ii*
22
Properties=species:S:1:pos:R:3:mulliken_charge:R:1 method="wB97M-V/def2-TZVPD" total_charge=0 lumo_ev=0.772 homo_energy_ev=-7.4 homo_lumo_gap_ev=8.2
C -2.24 0.99 0.75 -1.17
H -2.85 0.31 -1.33 0.35
C -2.35 -0.07 -0.42 -0.51
H -3.11 0.83 1.29 0.41
H 2.63 -0.02 0.69 0.37
H 1.59 1.29 -1.33 0.32
Si -0.67 -0.79 -0.61 0.22
H 2.20 0.15 2.95 0.26
H 1.61 2.11 0.25 0.24
H -2.36 2.04 0.43 0.29
H 0.08 2.13 -0.62 0.37
C 0.95 1.55 -0.50 -0.95
H -0.65 -3.23 -1.44 0.22
C -0.01 -2.30 -1.39 -0.99
H 0.96 -2.40 -1.42 0.41
H 2.37 -0.55 -1.13 0.46
N 0.65 0.18 -0.02 0.42
H -1.39 0.93 1.37 0.37
H 1.67 -0.19 2.30 -0.28
H 1.92 -1.58 0.22 0.47
H -2.96 -0.84 0.09 0.30
C 1.97 -0.54 -0.13 -1.58


*iii*
22
Properties=species:S:1:pos:R:3:mulliken_charge:R:1 method="wB97M-V/def2-TZVPD" total_charge=0 lumo_ev=1.058 smiles=NCCCCC[SiH3] homo_energy_ev=-9.2 homo_lumo_gap_ev=10.2
H 1.24 -0.38 -1.68 0.33
C 2.03 1.09 -0.30 -0.89
C -0.59 -1.82 -0.29 -0.93
H -2.16 -1.08 1.46 0.25
H -0.17 -0.15 1.01 0.14
C -1.99 -1.30 -0.59 -0.36
C 0.36 -0.75 0.25 -0.27
C 0.89 0.20 -0.82 -0.59
H -2.52 -2.03 -1.20 0.30
H -1.92 -0.38 -1.18 0.20
H 2.77 0.48 0.22 0.40
H 2.03 2.43 2.17 -0.13
H 1.72 3.80 0.22 -0.15
N -2.76 -1.08 0.64 -0.61
H -0.17 -2.24 -1.21 0.38
Si 1.42 2.48 0.82 0.44
H -3.25 -0.19 0.64 0.25
H 0.07 0.83 -1.18 0.26
H -0.67 -2.64 0.42 0.36
H -0.05 2.39 0.98 -0.14
H 2.55 1.56 -1.14 0.38
H 1.20 -1.22 0.77 0.39


Least stable of them? *i*.